# C4H7NO2

An isolated molecule of C4H7NO2 (ωB97M-V/def2-TZVPD, the OMol25 dataset).

Summary:
SMILES string ... C[C@@]1(O)C=CON1
E_LUMO ... 0.0297 Eh

Structure (ORCA input):
```
! RIJCOSX wB97M-V def2-TZVPD def2/J DEFGRID3
* xyz 0 1
C -0.235 -0.220 -1.236
C -0.939 -1.383 -1.258
C -0.149 0.307 0.235
C 1.203 0.921 0.576
N -0.543 -0.921 0.940
O -1.345 -1.719 0.002
O -1.192 1.268 0.250
H 0.372 0.247 -1.964
H -0.980 -2.163 -2.000
H 1.505 1.493 -0.301
H 1.884 0.065 0.992
H 1.118 1.674 1.454
H 0.199 -1.446 1.370
H -0.900 1.878 0.940
*
```